Entry 1:
26 unconnected molecules or ions with the total composition C17H74FN4O31 in a non-equilibrium geometry. Source: the OMol25 dataset; level of theory: ωB97M-V with the def2-TZVPD basis set.

Each line ends with the Löwdin charge.
Element x y z (Å)
H -5.84748 0.87023 4.55483  0.05
O -2.78923 -0.43228 -0.52345  -0.07
H -1.35155 4.32323 6.15386  0.05
O -3.49587 -1.86104 2.03332  -0.05
C -0.32790 -1.67355 -2.39739  -0.08
H 1.82131 7.90083 -1.83531  0.06
C 1.36176 0.18040 0.37527  -0.05
C 3.98227 1.03965 0.14182  -0.07
H 3.14725 6.07223 -7.13898  -0.03
H -4.31681 2.52245 -4.18878  0.06
H 3.17089 7.20621 -8.16122  0.04
H -1.20054 1.49156 0.34861  0.11
H 4.17569 -0.11054 -4.30055  0.10
C 0.94919 2.74284 -3.74526  -0.02
H -1.17949 -8.27802 3.76672  0.04
H 2.69904 -1.53538 -3.44139  0.14
H 4.00135 -6.48636 -1.16066  0.04
H 0.24532 -9.58176 2.69607  0.04
H -4.12887 -4.98640 0.16214  0.03
H -4.67375 2.99865 1.06351  0.01
H 5.14532 -3.17729 3.34434  0.04
H 4.26357 -2.41150 -0.19195  0.02
H 2.73068 6.89665 -3.14758  0.09
H 0.80595 2.60365 3.96899  0.03
O 0.35839 3.04182 4.70828  -0.05
H -4.28660 -2.14867 2.51395  0.04
H -3.45155 -4.55849 -2.73698  0.03
O 1.02024 -2.23695 -2.23673  -0.28
H -3.55468 0.50497 9.58628  0.06
N 0.75817 2.58270 -0.97037  0.04
O 2.78008 9.20397 -0.86123  -0.07
H 4.11400 0.46921 -0.88008  0.08
O -3.42955 2.33496 -3.84731  -0.07
H -2.95611 1.86369 3.88104  0.03
O 4.79207 -6.19873 -1.64129  -0.05
C 1.22617 1.11440 -0.99353  0.03
C 1.68911 4.51261 -5.18832  0.02
O -6.20092 -0.82661 2.13455  -0.06
O 3.35839 -4.23525 0.58259  -0.04
H -0.52311 -1.16045 -3.44533  0.12
C 1.41275 5.63624 -1.77890  -0.21
O -1.95767 3.57788 6.28054  -0.08
H 5.34205 -6.99526 -1.68503  0.06
H -1.29179 2.72792 1.88492  0.11
O -0.64562 -4.77904 -1.10016  -0.06
O 3.15800 0.70169 -5.81537  -0.13
H -3.38011 1.60048 6.19513  0.04
H -4.56999 4.51036 1.25175  0.02
N -2.83174 2.87921 -1.46474  0.06
O -4.05767 -5.30384 -2.61030  -0.06
H -7.08818 -0.63912 1.79308  0.06
H -3.70662 3.40318 -1.69599  0.10
F 2.69421 0.97022 2.38973  -0.12
H 2.38474 4.96868 -1.83388  0.13
O 0.94987 -0.48587 -5.81921  0.04
C 1.44917 1.15664 -3.82234  0.11
H 5.29959 -1.29160 -0.12913  0.07
N 0.81023 3.46461 -5.06738  0.12
H -0.61725 -2.06388 3.76099  0.05
H -3.53287 -0.44775 8.39325  0.05
H 0.59700 0.47853 1.21878  0.13
O 4.57232 -1.62926 -0.67323  -0.09
H -2.79405 -5.61207 -0.23569  0.00
O -3.07697 0.32314 8.76304  -0.06
H -2.28942 1.27774 7.21379  0.03
O -5.00917 0.88782 4.06914  -0.06
O -2.57293 1.07676 6.30924  -0.09
H -3.05775 0.49059 -0.64622  0.01
H 1.16276 -0.97475 0.15869  0.14
H -0.03949 -4.03369 -1.22684  0.00
H 3.63457 -1.15428 -5.57442  0.12
O -5.17612 3.76501 1.37843  -0.06
H 3.80595 -4.67342 -0.15670  0.02
H 1.34267 -4.16052 -2.29228  0.00
H 0.81410 7.32999 -3.35029  0.10
C 1.82213 0.39049 -5.25935  -0.20
H 4.99805 1.01930 0.75965  0.12
H -0.03042 -10.07744 1.27842  0.06
H -0.14325 -5.54539 -1.41508  0.03
H -0.52887 3.22931 4.36682  0.01
H 3.62173 2.16804 0.00040  0.10
O -3.24161 -5.17390 0.50360  -0.07
C 2.86368 0.27159 1.06638  -0.24
O -2.56291 4.73809 0.10675  -0.05
H -1.95796 -1.55497 4.28537  0.05
H -0.28626 -7.30286 4.53003  0.05
H 1.32086 5.95873 -0.63312  0.13
H -0.68138 -7.74937 1.19095  0.00
H -0.65775 -6.61538 0.16871  -0.01
H 3.19032 -0.83031 1.31994  0.15
C 0.43023 3.14803 0.42235  -0.09
H -0.67518 -0.98867 -1.48320  0.09
H -2.98200 1.89679 -4.58661  0.06
H -5.75336 -1.26478 1.39525  0.03
H -3.08138 -0.64340 0.37603  0.00
C 0.62655 3.42780 -2.25503  -0.01
H 0.36777 4.31705 0.44631  0.14
C 2.08090 -1.24629 -2.46388  -0.14
H 2.85939 -1.38419 -1.56913  0.11
H -5.27171 1.07717 3.15586  0.02
H -2.15306 2.94367 -2.27312  0.07
O -0.38923 -7.53825 0.29147  -0.07
H -2.94589 -2.65757 1.98958  0.05
O 5.62303 -3.35912 2.52111  -0.07
H -3.55530 -6.07020 -2.92522  0.05
H 2.54890 -5.09063 -2.39887  0.04
O 1.58008 -5.09145 -2.41817  -0.04
H 5.16713 -4.13000 2.15131  0.02
C -1.12616 2.61909 0.73131  -0.06
O -1.16723 -1.26735 3.80474  -0.06
O 0.21249 4.87020 -2.22954  -0.11
O 3.43940 6.28335 -8.03846  -0.06
O -0.59878 -7.51326 3.63726  -0.06
H -1.07770 -2.60232 -2.36724  0.12
C 1.67585 7.01676 -2.62316  -0.09
H -1.45530 2.81153 5.96562  0.00
O -2.30502 1.63972 3.19921  -0.07
C -2.20068 3.47549 -0.19123  -0.27
H 1.19489 2.82502 1.24728  0.14
N 4.05901 -0.21180 -5.33619  0.02
H 2.47113 -4.04775 0.24113  0.05
C 1.60367 0.31989 -2.41531  0.02
O 2.50947 5.55362 -5.39137  0.05
H 2.54267 10.13491 -0.73534  0.06
O -0.47943 -9.79125 2.08803  -0.07
H 3.74890 9.20480 -0.84193  0.06
H -1.86723 0.84743 3.54486  0.02

E_tot: -3342.5361 Ha
total charge: +1
multiplicity: 1

Entry 2:
27 unconnected molecules or ions with the total composition C17H78Cl3N2O29 in a non-equilibrium geometry. Source: the OMol25 dataset; level of theory: ωB97M-V with the def2-TZVPD basis set.

Each line ends with the Löwdin charge.
Element x y z (Å)
H -3.63294 -2.02664 -2.73543  -0.03
H 5.43788 -2.11579 -3.00380  0.06
H -5.27921 -0.85622 -1.29770  0.00
H -5.43708 7.54189 -0.68689  0.02
O 1.43509 -7.20232 3.70156  -0.05
H 1.59820 2.38199 -3.04516  0.11
H -2.06504 1.01279 -0.58719  0.09
C 0.10874 -1.96086 -3.70751  -0.52
H 3.78676 0.51828 0.39558  0.13
H 2.87420 5.33044 1.65953  0.07
H -4.17026 4.13746 2.24243  0.06
O 1.06410 -2.08490 -4.66595  -0.07
O -4.23105 9.78131 -1.19143  -0.07
C 2.70126 0.95986 0.16164  -0.19
H -4.48510 -2.56019 -5.38051  0.01
H -5.09568 -3.35800 -6.53035  0.04
H -0.35932 -4.46242 1.65631  0.08
H -4.79255 -0.47398 6.07216  0.05
H -7.95879 4.64689 1.74199  0.04
C 3.80379 4.69189 1.97054  -0.13
H -0.39562 4.20786 -2.65337  0.04
H 5.06433 -0.51053 7.22750  0.02
H -3.35458 -2.64456 -9.26373  0.00
H 3.71666 1.03667 -1.90853  0.15
C -2.09465 1.64150 0.40353  -0.08
O 5.14957 -2.31113 5.38579  -0.06
C 1.70565 -0.01935 -2.23540  -0.09
H -0.40387 -2.05775 -1.48981  0.16
Cl -1.60238 -1.48515 -4.23591  0.71
O 3.26895 -5.09516 -6.79437  -0.05
H -4.56751 1.74401 3.91426  0.04
O -3.98999 2.37163 4.37410  -0.07
O -8.02486 3.75300 1.37393  -0.07
C -0.44287 0.01643 1.91286  -0.13
O -0.51629 -5.20576 3.56552  -0.09
H 3.40522 5.74383 -1.42601  0.08
H -3.48516 -0.14499 0.87067  0.06
O 3.28497 4.60806 5.14315  -0.07
O 5.10592 0.45510 7.15898  -0.07
H -3.96700 -0.30971 7.34611  0.05
C -1.92140 0.75452 1.77135  -0.29
O -3.59303 3.70939 1.59247  -0.08
H 3.95194 4.58756 3.13930  0.07
H 2.28440 4.78882 -0.49890  0.03
H -1.94837 -3.84606 -6.87184  0.05
H -3.74197 1.90828 5.18821  0.01
H 0.56972 0.32940 -2.15094  0.17
O -5.81925 3.92383 -0.63226  -0.06
H 3.69694 -4.35066 -6.34546  0.03
H 1.10189 2.92784 -1.31071  0.11
H -6.22431 -0.00866 -0.44924  0.05
Cl 5.57945 2.70334 0.62745  0.58
H 3.53300 4.14472 5.95726  0.05
N 1.77049 -1.42699 -1.69539  -0.08
H 2.33464 -4.84092 -6.83048  0.01
H 0.26000 -5.68984 3.88476  0.00
H 1.98436 -7.04667 2.91857  0.06
H -0.64407 -1.14206 2.09559  0.14
C 2.02712 -1.54911 -0.21287  -0.17
H -5.16536 10.03555 -1.22754  0.04
H -5.35387 3.54062 0.12633  0.02
H 0.14534 -5.03858 7.07992  0.05
O -0.63096 -4.55450 6.76068  -0.06
C 0.42742 -3.78822 1.06434  0.13
H -1.00620 3.41004 -3.80321  0.04
H -1.33277 2.52014 0.27763  0.06
H 3.27781 3.98640 -3.28058  0.13
O -2.93177 -0.34485 1.68360  -0.12
C 3.19949 3.71987 -2.11956  -0.26
H -3.17458 2.14450 0.44168  0.08
H -1.66371 -2.39949 -6.47454  -0.04
H 1.87997 -0.47291 1.79477  0.18
C 3.87506 3.21484 1.18907  -0.54
H -4.26962 -3.29905 -2.18128  0.06
H -3.13971 -1.89653 -10.57740  0.04
N 2.69838 4.97652 -1.43826  -0.03
O -5.07469 -3.30724 -5.56295  -0.07
H 2.70745 3.98045 4.68332  0.03
H -8.01582 3.89338 0.41519  0.02
C 1.35606 -2.84984 0.52017  -0.01
H -3.80306 10.52581 -0.74252  0.04
C 1.64688 -0.19073 0.65994  -0.21
H 4.80120 -3.38820 -2.44965  0.06
Cl 1.05859 3.14862 1.67435  0.63
H 6.15416 -2.26926 1.03542  0.04
O 0.22818 0.18140 0.60933  -0.20
C 2.03169 2.58184 -1.95124  -0.14
H 1.27920 -3.68413 3.34685  -0.03
O -5.28352 -0.15319 -0.63090  -0.06
H -0.66122 -4.30099 -8.27280  0.01
H 5.57556 0.73245 2.39793  -0.03
H 1.39351 -8.16795 3.77008  0.07
O 6.84917 -2.05163 1.67463  -0.05
H 0.16827 0.48420 2.82435  0.13
O -2.04338 -2.93488 -7.18742  -0.07
O 0.27309 -4.55523 -8.23670  -0.05
C 2.62005 1.09261 -1.46747  -0.20
C 2.62236 2.38369 0.97389  -0.46
O -4.38448 -2.33725 -2.20857  -0.05
H 4.75765 5.30285 1.59312  0.09
O 1.97421 -3.46650 3.98605  -0.07
O -3.78029 -2.45646 -10.11360  -0.06
H -6.07376 6.26949 -0.13275  0.00
H -2.72375 3.70174 2.02059  0.04
C 0.56391 -2.28617 -2.13096  -0.06
H -1.01384 -4.17042 7.56371  0.05
H -2.15489 1.36537 2.75686  0.14
H 5.33538 -1.41998 5.05381  0.00
H 0.83506 -3.44878 -2.14790  0.18
O -6.18862 7.23129 -0.16003  -0.07
O 4.68634 -2.42640 -2.47694  -0.05
O -1.38352 -5.57093 -0.64484  -0.07
H 4.21558 -2.27562 5.64151  0.04
O 5.71732 0.16202 3.16825  -0.08
H -1.37921 -6.27396 -1.31164  0.05
H 2.44713 -4.30286 4.11141  0.04
H 7.32209 -2.88799 1.79999  0.06
H 3.20847 -1.67114 -0.08981  0.17
H 1.98425 0.06912 -3.39332  0.17
H -0.89918 -4.82168 4.36855  0.04
H 6.45165 -0.41174 2.90265  0.01
H 5.65518 0.61075 6.37599  0.03
H 0.70108 -3.81072 -7.78778  0.03
O -4.21503 0.15364 6.53200  -0.06
H 2.59959 -1.89033 -2.17737  0.15
O -0.98522 3.46081 -2.83581  -0.07
H -6.29982 3.17444 -1.01496  0.05
H -2.32431 -5.42640 -0.46318  0.05
H 4.27130 3.37599 -1.80038  0.08

E_tot: -4365.8347 Ha
total charge: +1
multiplicity: 1